# C22H21CuN4O3

A molecular structure, C22H21CuN4O3 (ωB97M-V/def2-TZVPD, OMol25).

```
51
Properties=species:S:1:pos:R:3:nbo_charge:R:1
Cu -0.53835 -0.07537 -0.16061 1.3607
C -3.21863 -0.60445 -1.55356 -0.2465
O -2.53938 0.23629 -0.60063 -0.5804
C -2.87495 1.58782 -0.53013 0.2473
C -4.17273 2.05136 -0.62335 -0.2562
C -4.39881 3.41533 -0.50781 -0.1820
C -3.34218 4.28865 -0.28946 -0.1971
C -2.04880 3.81088 -0.17300 -0.2171
C -1.81166 2.44787 -0.28932 0.1344
N -0.53624 1.83361 -0.15883 -0.4157
N 0.44730 2.63187 -0.07040 -0.0897
C 1.71713 2.21237 -0.03794 -0.0532
C 2.12033 0.86681 -0.27374 0.4405
O 1.30708 -0.11178 -0.46466 -0.7375
C 3.51866 0.57129 -0.33194 -0.3050
C 4.43833 1.54305 -0.14359 -0.0608
C 4.08024 2.90372 0.12000 -0.1403
C 5.06736 3.88386 0.32031 -0.1507
C 4.71341 5.18528 0.56885 -0.2146
C 3.35775 5.53170 0.62509 -0.1771
C 2.37712 4.58601 0.43545 -0.2116
C 2.72079 3.25099 0.17369 0.0700
H -4.16239 -0.15836 -1.84877 0.2083
H -3.40046 -1.55997 -1.06947 0.2007
H -2.58626 -0.73077 -2.43180 0.1987
H -5.00164 1.37294 -0.76845 0.2276
H -5.40977 3.79159 -0.57923 0.2312
H -3.52842 5.34975 -0.19950 0.2318
H -1.21793 4.47689 0.00412 0.2423
H 3.79908 -0.45300 -0.53255 0.2327
H 5.49303 1.29674 -0.19005 0.2231
H 6.11021 3.59499 0.27589 0.2183
H 5.47277 5.93956 0.72225 0.2264
H 3.07528 6.55749 0.82225 0.2229
H 1.33541 4.86521 0.48875 0.2215
N -0.76503 -1.95896 0.31901 -0.6132
C -0.75112 -3.10904 0.43379 0.6275
N -0.72163 -4.39921 0.57559 -0.4567
C -1.96063 -5.19902 0.49616 -0.2308
C -1.59727 -6.57748 -0.02832 -0.0822
O -0.58913 -7.16339 0.76831 -0.5023
C 0.61199 -6.42157 0.70461 -0.0831
C 0.41264 -5.03307 1.28452 -0.2324
H -2.65966 -4.69650 -0.17043 0.2216
H -2.39978 -5.27343 1.49406 0.2120
H -1.26301 -6.50617 -1.07071 0.1774
H -2.46558 -7.23212 0.01816 0.2193
H 0.95780 -6.34930 -0.33374 0.1782
H 1.35588 -6.96281 1.28612 0.2202
H 1.29786 -4.41487 1.14600 0.2301
H 0.17396 -5.09327 2.34900 0.2116
```

Computed properties:
Electronic energy, eV: -79890.2730
HOMO energy (alpha / beta), Ha: -0.384 / -0.383
Expectation value of S²: 0.7541
Gap between HOMO and LUMO (alpha / beta), eV: 6.9 / 6.6
2S+1: 2
E_LUMO (alpha / beta), eV: -3.54 / -3.85
Total charge: +1

***

# C25H51NO12PS5

6 unconnected molecules or ions with the total composition C25H51NO12PS5 (ωB97M-V/def2-TZVPD, OMol25).

```
95
Properties=species:S:1:pos:R:3:mulliken_charge:R:1
C 1.64918 0.95826 -0.38439 -0.9180
C 1.76486 1.75220 -1.74030 -0.5775
P 2.83833 0.72556 -2.92258 -0.0600
C 2.43425 1.45916 -4.62198 -0.5655
N 4.45844 1.10788 -2.42483 -0.2008
C 5.41922 0.00586 -2.67088 -0.3503
C 6.86985 0.55294 -2.34504 0.3813
O 7.27555 0.59760 -1.17610 -0.7119
O 7.59031 0.90555 -3.36403 -0.7416
H 0.77463 0.26067 -0.37119 0.1804
H 2.60778 0.40906 -0.18441 0.4143
H 1.54723 1.70569 0.44688 0.2228
H 0.78471 2.02821 -2.19071 0.2998
H 2.39255 2.65982 -1.51220 0.3532
H 2.16160 0.66772 -5.36602 -0.1562
H 3.31655 2.03214 -5.01014 0.4058
H 1.53786 2.12389 -4.55500 0.2463
H 4.78600 2.00418 -2.78822 0.2900
H 5.36055 -0.44623 -3.69126 0.2960
H 5.15564 -0.81181 -1.94678 0.2211
C -2.15723 -0.75966 -7.24840 -0.5540
C -0.96394 -1.64414 -7.62616 -0.6698
C 0.13181 -1.40946 -6.58086 -0.6332
S -0.71108 -0.93653 -5.07110 1.1612
O -0.36358 0.42706 -4.75681 -0.5383
O -0.59124 -1.99921 -4.10568 -0.7033
C -2.36388 -0.95971 -5.75090 -0.7538
H -3.05184 -1.02262 -7.81448 0.3407
H -1.92076 0.28746 -7.45675 0.2886
H -1.27017 -2.69386 -7.60942 0.2816
H -0.60117 -1.42536 -8.63134 0.3344
H 0.71611 -2.30968 -6.39946 0.4133
H 0.79105 -0.59086 -6.86837 0.3104
H -2.96448 -0.17709 -5.29081 0.3862
H -2.79664 -1.93883 -5.54038 0.3278
C -1.78407 -0.62662 3.39377 0.1147
C -2.54352 -1.03253 2.12862 -0.3306
C -3.05449 0.25174 1.46873 -0.7127
S -1.90687 1.54655 1.93865 1.0790
O -2.60351 2.49899 2.77286 -0.6960
O -1.14687 1.95122 0.78483 -0.5939
C -0.87674 0.52740 2.98191 -0.7781
H -1.21107 -1.45777 3.80661 0.4544
H -2.49080 -0.29374 4.15369 -0.3915
H -1.86401 -1.55202 1.44686 0.4320
H -3.36622 -1.71370 2.35304 -0.0776
H -3.07589 0.16738 0.38330 0.4108
H -4.04256 0.52683 1.83988 0.3328
H -0.51235 1.11150 3.82515 0.4783
H -0.03798 0.17408 2.37929 0.3021
C -5.85352 -0.07971 7.97231 -0.7021
C -5.44051 1.34468 7.58948 -0.6857
C -4.67218 1.25872 6.26727 -0.7542
S -5.30343 -0.18828 5.41523 1.4664
O -4.24105 -1.16444 5.31454 -0.7045
O -6.06758 0.23140 4.26438 -0.7486
C -6.42471 -0.70167 6.70292 -0.6708
H -6.58223 -0.08605 8.78370 0.3908
H -4.97506 -0.64217 8.30192 0.2908
H -6.33472 1.95960 7.45630 0.2990
H -4.83479 1.81281 8.36659 0.3403
H -4.83422 2.13922 5.64775 0.4299
H -3.60480 1.11316 6.43298 0.3196
H -6.47281 -1.78445 6.73951 0.3747
H -7.40716 -0.28973 6.47147 0.3699
C 10.76792 2.82464 -1.91803 -0.5925
C 10.06905 2.94080 -3.27311 -0.3828
C 10.41391 4.31929 -3.85006 -0.6473
S 12.01018 4.76417 -3.16896 1.1487
O 11.84343 5.91538 -2.30994 -0.6667
O 13.00694 4.73085 -4.21748 -0.6887
C 12.19571 3.31314 -2.14403 -0.6692
H 10.74886 1.80243 -1.54099 0.3274
H 10.26506 3.46383 -1.18711 0.2894
H 10.43820 2.15925 -3.94142 0.2608
H 8.99041 2.80746 -3.18218 0.1453
H 10.48083 4.29675 -4.93659 0.3505
H 9.69314 5.07511 -3.53808 0.3650
H 12.71309 3.57533 -1.22219 0.3938
H 12.77712 2.58120 -2.70668 0.3497
C -5.86946 -4.25888 2.84722 -0.4573
C -6.58069 -5.55241 3.26042 -0.7332
C -7.61253 -5.18576 4.33221 -0.6600
S -8.08402 -3.48598 4.01054 1.0485
O -7.64028 -2.66848 5.11426 -0.5380
O -9.44264 -3.45027 3.52878 -0.7148
C -6.97239 -3.22800 2.63821 -0.6455
H -5.27319 -4.39504 1.94452 0.4151
H -5.20011 -3.93300 3.64884 0.2140
H -7.08799 -5.98239 2.39247 0.3155
H -5.87746 -6.29920 3.63098 0.3484
H -8.49577 -5.81989 4.27764 0.3415
H -7.18339 -5.23264 5.33297 0.3649
H -6.60904 -2.20060 2.64451 0.2969
H -7.52725 -3.42531 1.71985 0.3601
```

Computed properties:
Electronic energy, eV: -116277.1173
HOMO energy, Ha: -0.160
ΔE to the lowest compared entry with this formula, charge and spin, kJ/mol: 0.0
Gap between HOMO and LUMO, eV: 5.8
E_LUMO, eV: 1.44
Total charge: -1

***

# C5H11N4O

A molecular structure, C5H11N4O (ωB97M-V/def2-TZVPD, OMol25).

```
21
Properties=species:S:1:pos:R:3:nbo_charge:R:1
C 2.49507 0.66611 -1.03603 0.1628
C 1.00651 -0.42879 -0.19509 0.1710
C 0.13230 0.81595 -0.06548 -0.4424
C -0.85792 0.80153 1.09749 -0.4297
C -2.27580 0.48487 0.54204 -0.0727
N 3.32042 0.63018 -0.12255 -0.2774
N 1.84822 -0.76358 0.80589 -0.1877
N 2.92396 -0.24738 0.93473 0.0943
N 0.37461 -1.69453 -0.59558 -0.7471
O -2.12787 -0.69479 -0.26141 -0.7843
H 2.26540 1.23759 -1.89820 0.2337
H 0.74421 1.65420 -0.04282 0.2511
H -0.30808 0.97122 -1.00745 0.2373
H -0.44980 0.12953 1.78624 0.2237
H -0.82958 1.89946 1.58959 0.2508
H -3.11735 0.42217 1.23173 0.2100
H -2.67678 1.35162 -0.05397 0.1840
H 0.67932 -2.58349 -0.01604 0.4755
H 0.59167 -2.03960 -1.50820 0.4368
H -0.70364 -1.52031 -0.71869 0.4921
H -3.03486 -1.09197 -0.46620 0.5183
```

Computed properties:
Electronic energy, eV: -13359.3519
HOMO energy, Ha: -0.503
ΔE to the lowest compared entry with this formula, charge and spin, kJ/mol: 629.7
Gap between HOMO and LUMO, eV: 9.4
E_LUMO, eV: -4.25
Total charge: +1

***

# C3H4O2

C3H4O2 in the gas phase (ωB97M-V/def2-TZVPD, OMol25).

```
9
Properties=species:S:1:pos:R:3:nbo_charge:R:1
C 1.22998 0.92768 0.08502 -0.4480
C 1.16060 -0.45718 -0.10399 0.0540
C -1.12909 -0.35683 0.13072 0.6255
H 0.44617 1.80536 0.11061 0.2897
H 2.24288 0.90870 0.09911 0.1850
H 2.16000 -0.97481 -0.01637 0.2171
H -1.92839 -1.16358 0.17869 0.1472
O -0.03745 -1.07819 -0.02400 -0.4733
O -1.27375 0.92098 -0.10632 -0.5972
```

Computed properties:
SMILES: C=COC=O
Electronic energy, eV: -7267.6370
HOMO energy, Ha: -0.356
ΔE to the lowest compared entry with this formula, charge and spin, kJ/mol: 294.2
Gap between HOMO and LUMO, eV: 10.3
E_LUMO, eV: 0.58

***

# C5H9NO3

C5H9NO3 in the gas phase (ωB97M-V/def2-TZVPD, OMol25).

```
18
Properties=species:S:1:pos:R:3:nbo_charge:R:1
C -1.82388 -0.52421 2.40675 0.7810
C -0.57052 0.40651 -0.06471 0.3995
C -1.96247 0.43068 -0.80103 -0.6566
C 2.32335 -0.75872 -0.48558 -0.6486
C 1.70821 0.60766 -0.67178 -0.0492
N -1.26288 -1.12192 1.52833 -0.2574
O -2.61674 -0.23985 3.23444 -0.5045
O -0.33360 -0.84672 0.61287 -0.3582
O 0.33598 0.54227 -1.03872 -0.5166
H -0.51388 1.26492 0.79708 0.1247
H -2.46063 1.34394 -0.60675 0.2180
H -2.48388 -0.47701 -0.48251 0.2282
H -1.61845 0.38345 -1.87698 0.2378
H 1.43324 -1.48156 -0.29250 0.2467
H 2.83246 -0.95964 -1.43300 0.2037
H 3.00486 -0.80341 0.29477 0.2108
H 2.11884 1.03490 -1.45776 0.1807
H 1.89000 1.19872 0.33707 0.1598
```

Computed properties:
SMILES: CCO[C@@H](C)ON=C=O
Electronic energy, eV: -12959.5610
HOMO energy, Ha: -0.361
ΔE to the lowest compared entry with this formula, charge and spin, kJ/mol: 496.4
Gap between HOMO and LUMO, eV: 10.4
E_LUMO, eV: 0.62

***

# C17H36Br15OP

8 unconnected molecules or ions with the total composition C17H36Br15OP (ωB97M-V/def2-TZVPD, OMol25).

```
70
Properties=species:S:1:pos:R:3:nbo_charge:R:1
C -0.60661 2.28239 1.58300 -0.6427
C -1.77435 1.29961 1.40680 -0.2150
Br -1.10408 -0.54763 1.30887 -0.0602
C -2.64801 1.60032 0.19610 -0.7822
P -4.25593 2.40737 0.58510 0.8755
O -4.61780 1.70298 2.02924 -0.9945
H -0.67774 2.81121 2.52916 0.2224
H 0.34429 1.76534 1.51989 0.2319
H -0.62904 3.03084 0.79034 0.2099
H -2.37613 1.30995 2.30955 0.2279
H -2.88670 0.70132 -0.36885 0.2506
H -2.10751 2.26229 -0.48529 0.2305
H -3.68856 3.58342 1.12077 -0.0839
H -5.21268 0.95146 1.88031 0.4991
Br 3.07361 2.94357 2.17374 -0.0072
C 3.84818 1.57168 1.03753 -0.4511
C 3.85953 1.96852 -0.41336 -0.4547
Br 2.08657 1.86958 -1.19811 -0.0020
H 3.26295 0.67184 1.20199 0.2356
H 4.86092 1.42016 1.40371 0.2290
H 4.47071 1.27203 -0.98566 0.2261
H 4.21572 2.98250 -0.56497 0.2284
Br -4.40756 -1.56974 -0.39567 -0.0162
C -3.49432 -2.75954 -1.62704 -0.4499
C -3.37471 -2.15388 -2.99868 -0.4441
Br -5.06300 -2.19046 -3.96646 -0.0199
H -4.04763 -3.69297 -1.62925 0.2302
H -2.50719 -2.92244 -1.19827 0.2432
H -2.67609 -2.72408 -3.60415 0.2309
H -3.06072 -1.11581 -2.96161 0.2302
Br -5.75728 -2.93666 3.49312 -0.0010
C -6.63987 -1.41630 4.32004 -0.4544
C -7.96461 -1.11648 3.67298 -0.4453
Br -7.75293 -0.25377 1.94255 -0.0124
H -5.95174 -0.57942 4.25341 0.2309
H -6.78121 -1.68795 5.36352 0.2296
H -8.53475 -0.41691 4.27980 0.2291
H -8.55024 -2.01347 3.50141 0.2323
Br 0.07306 -4.12718 0.86376 -0.0025
C 1.13906 -5.31008 -0.25248 -0.4533
C 1.42390 -4.72955 -1.60948 -0.4435
Br -0.12277 -4.83259 -2.78399 -0.0240
H 0.60378 -6.25186 -0.31369 0.2302
H 2.06943 -5.45447 0.29219 0.2302
H 2.20051 -5.30272 -2.10855 0.2298
H 1.71523 -3.68535 -1.56193 0.2366
Br 4.27089 2.21283 -6.55820 -0.0088
C 4.78242 2.24642 -4.68374 -0.4545
C 5.41690 0.95151 -4.25071 -0.4517
Br 4.10033 -0.45881 -4.03319 -0.0076
H 3.88265 2.47016 -4.11837 0.2367
H 5.49100 3.06598 -4.58653 0.2274
H 5.88713 1.06806 -3.27621 0.2241
H 6.14959 0.58707 -4.96336 0.2330
Br -0.15688 5.25552 3.62571 -0.0079
C -1.40645 6.15790 4.81162 -0.4484
C -2.77188 5.52488 4.78005 -0.4503
Br -3.74603 5.98207 3.16144 -0.0062
H -1.42955 7.19890 4.50698 0.2311
H -0.97215 6.07764 5.80552 0.2284
H -3.37694 5.89926 5.60246 0.2287
H -2.72770 4.44141 4.82414 0.2324
Br 5.30587 -3.31842 -1.76114 -0.0154
C 6.42179 -4.05658 -3.17043 -0.4487
C 7.83793 -3.55289 -3.09061 -0.4458
Br 8.01480 -1.71613 -3.70296 -0.0168
H 5.94025 -3.80384 -4.10980 0.2368
H 6.40421 -5.13444 -3.02696 0.2298
H 8.48293 -4.13949 -3.74037 0.2316
H 8.22321 -3.57608 -2.07669 0.2317
```

Computed properties:
SMILES: C[C@H](Br)CPO.BrCCBr.BrCCBr.BrCCBr.BrCCBr.BrCCBr.BrCCBr.BrCCBr
Electronic energy, eV: -1080187.7127
HOMO energy, Ha: -0.316
ΔE to the lowest compared entry with this formula, charge and spin, kJ/mol: 0.0
Gap between HOMO and LUMO, eV: 8.8
E_LUMO, eV: 0.21

***

Please write out number 5 again, unchanged.
# C5H9NO3

C5H9NO3 in the gas phase (ωB97M-V/def2-TZVPD, OMol25).

```
18
Properties=species:S:1:pos:R:3:nbo_charge:R:1
C -1.82388 -0.52421 2.40675 0.7810
C -0.57052 0.40651 -0.06471 0.3995
C -1.96247 0.43068 -0.80103 -0.6566
C 2.32335 -0.75872 -0.48558 -0.6486
C 1.70821 0.60766 -0.67178 -0.0492
N -1.26288 -1.12192 1.52833 -0.2574
O -2.61674 -0.23985 3.23444 -0.5045
O -0.33360 -0.84672 0.61287 -0.3582
O 0.33598 0.54227 -1.03872 -0.5166
H -0.51388 1.26492 0.79708 0.1247
H -2.46063 1.34394 -0.60675 0.2180
H -2.48388 -0.47701 -0.48251 0.2282
H -1.61845 0.38345 -1.87698 0.2378
H 1.43324 -1.48156 -0.29250 0.2467
H 2.83246 -0.95964 -1.43300 0.2037
H 3.00486 -0.80341 0.29477 0.2108
H 2.11884 1.03490 -1.45776 0.1807
H 1.89000 1.19872 0.33707 0.1598
```

Computed properties:
SMILES: CCO[C@@H](C)ON=C=O
Electronic energy, eV: -12959.5610
HOMO energy, Ha: -0.361
ΔE to the lowest compared entry with this formula, charge and spin, kJ/mol: 496.4
Gap between HOMO and LUMO, eV: 10.4
E_LUMO, eV: 0.62